Entry 1:
This record from OMol25 describes a cluster of 2 separate species, H2O3P2 in total in a non-equilibrium geometry. The level of theory is wB97M-V/def2-TZVPD.

The geometry in XYZ format:
```
7
Properties=species:S:1:pos:R:3:lowdin_charge:R:1
O -2.299 0.546 -1.474 -0.5596
O 0.535 2.045 0.466 -0.6414
O -2.643 0.835 1.045 -0.5161
P -0.900 -1.632 0.274 0.1305
P -1.826 0.272 -0.042 0.0958
H 0.129 2.114 1.317 -0.2252
H -0.022 -1.284 -0.860 -0.2840
```

Values from the calculation:
Net charge: -2
Frontier orbital gap, eV: 6.50
LUMO energy, eV: 7.320
E_HOMO, eV: 0.8

Entry 2:
This record from OMol25 describes the ion C2HN2O4 with charge -1 in a non-equilibrium geometry. The level of theory is wB97M-V/def2-TZVPD.

The geometry in XYZ format:
```
9
Properties=species:S:1:pos:R:3:lowdin_charge:R:1
H -1.358 0.400 2.319 -0.0003
N -0.390 0.270 2.349 -0.0037
N 0.116 -0.046 1.297 0.0103
C -0.843 0.208 -0.004 -0.6099
O -1.959 0.452 0.328 0.0225
O -0.214 0.072 -1.082 0.0258
C 1.375 -0.380 -1.670 -0.6870
O 1.167 -1.484 -1.948 0.1135
O 2.106 0.508 -1.590 0.1287
```

Values from the calculation:
Net charge: -1
Frontier orbital gap, eV: 8.55
LUMO energy, eV: 4.128
SMILES string: [H]/N=N\C(=O)OC(=O)[O-]
E_HOMO, eV: -4.4

Entry 3:
This record from OMol25 describes a structure of composition C22H22AsBBiF4N5O7S in a non-equilibrium geometry. The level of theory is wB97M-V/def2-TZVPD.

The geometry in XYZ format:
```
64
Properties=species:S:1:pos:R:3:lowdin_charge:R:1
Bi -0.012 0.445 -0.057 2.0429
O 2.010 1.047 3.207 -0.2520
As 0.355 1.670 3.137 0.9260
O -0.206 1.400 4.646 -0.4496
O -0.488 0.740 1.969 -0.5956
C 0.569 3.573 2.867 -0.2286
C 0.482 4.321 4.028 -0.0728
C 0.669 5.696 3.963 -0.0546
C 0.921 6.322 2.749 -0.0557
C 1.006 5.582 1.580 -0.0406
C 0.837 4.212 1.647 -0.2687
S 0.883 3.242 0.180 0.4870
O 1.654 2.005 0.565 -0.4882
O 1.454 4.001 -0.882 -0.2468
O -0.515 2.780 -0.017 -0.4228
H 2.133 0.877 4.152 0.0511
H 0.262 3.812 4.955 0.1031
H 0.621 6.284 4.871 0.1099
H 1.050 7.397 2.711 0.1110
H 1.204 6.044 0.619 0.1203
N -2.711 -3.187 0.850 0.0631
C -2.656 -1.935 0.400 -0.1001
N -1.443 -1.479 0.613 0.0146
C -0.786 -2.531 1.197 -0.3224
N -1.523 -3.597 1.349 0.1532
C 0.618 -2.405 1.613 -0.1917
C 1.203 -3.274 2.511 -0.0439
N 2.481 -3.150 2.872 0.1184
C 3.164 -2.142 2.347 -0.0899
C 2.580 -1.235 1.478 -0.1030
N 1.312 -1.372 1.106 0.0343
H -3.483 -3.824 0.820 0.1627
H -3.470 -1.387 -0.049 0.1503
H 0.628 -4.085 2.942 0.1230
H 4.202 -2.042 2.638 0.1205
H 3.120 -0.386 1.080 0.1205
F -2.358 0.462 -1.225 -0.0332
B -2.058 -0.191 -2.508 -1.2029
F -2.927 0.258 -3.481 0.1548
F -0.696 0.137 -2.776 0.0304
F -2.163 -1.600 -2.311 0.0794
C 4.288 -5.765 0.239 -0.0378
C 4.023 -4.412 -0.368 -0.2518
C 2.768 -4.080 -0.859 -0.0058
C 2.486 -2.818 -1.378 -0.1882
C 1.088 -2.560 -1.900 -0.0184
C 3.521 -1.870 -1.410 -0.1332
C 3.287 -0.481 -1.845 -0.1744
O 2.258 0.152 -1.709 -0.0396
C 4.811 -2.196 -0.951 -0.2191
C 5.938 -1.183 -0.970 -0.0384
C 5.037 -3.455 -0.431 -0.0118
H 3.524 -6.486 -0.055 0.0789
H 4.285 -5.696 1.330 0.0852
H 5.264 -6.147 -0.064 0.0823
H 1.973 -4.823 -0.837 0.1279
H 0.759 -3.409 -2.501 0.1000
H 1.001 -1.659 -2.499 0.0670
H 0.365 -2.466 -1.081 0.0529
H 4.151 0.021 -2.309 0.1336
H 5.667 -0.252 -0.464 0.0858
H 6.224 -0.927 -1.994 0.0897
H 6.818 -1.590 -0.474 0.0785
H 6.027 -3.707 -0.056 0.1232
```

Values from the calculation:
Net charge: 0
Frontier orbital gap, eV: 8.84
LUMO energy, eV: -0.948
E_HOMO, eV: -9.8

Entry 4:
This record from OMol25 describes a structure of composition C11H19Be2Br4ClFN2O6PS in a non-equilibrium geometry. The level of theory is wB97M-V/def2-TZVPD.

The geometry in XYZ format:
```
48
Properties=species:S:1:pos:R:3:lowdin_charge:R:1
C 1.892 -0.199 -0.859 -0.2254
P 0.695 1.067 -1.454 0.9480
O 1.336 1.684 -2.831 -0.2567
C -0.754 0.052 -1.948 -0.5697
N -1.610 0.858 -2.787 0.0761
C -1.333 -0.567 -0.677 -0.3179
C -2.584 0.057 -0.056 -0.2139
C -3.914 -0.301 -0.775 -0.2062
S -5.013 1.107 -0.926 0.5967
O -6.123 0.706 -1.750 -0.2587
O -5.457 1.528 0.387 -0.2924
O -4.294 2.342 -1.633 -0.2062
C -0.277 -1.169 -2.847 -0.6437
O 0.215 -2.190 -2.284 -0.0910
O -0.449 -1.087 -4.094 0.0206
H 1.600 -1.243 -1.077 0.0534
H 2.884 -0.045 -1.300 0.0809
H 1.926 -0.033 0.241 -0.0799
H 0.788 2.427 -3.115 0.0635
H -2.407 0.357 -3.149 0.0956
H -1.864 1.743 -2.367 0.0636
H -0.539 -0.459 0.068 -0.0278
H -1.462 -1.677 -0.797 0.0025
H -2.497 1.143 0.095 0.0952
H -2.667 -0.366 0.962 0.0911
H -4.486 -1.011 -0.163 0.1160
H -3.747 -0.804 -1.734 0.1116
H -3.711 2.823 -1.022 -0.0239
C -3.507 5.989 0.288 -1.6087
Br -2.253 7.435 0.093 0.5808
Br -4.480 5.657 -1.338 0.6466
Br -2.650 4.386 0.956 0.6047
H -4.229 6.291 1.035 -0.0235
Be -1.387 -2.825 0.712 0.6365
Cl 0.275 -1.222 2.159 0.2567
Be 2.037 -0.778 1.608 0.3602
F -7.438 1.441 1.455 -0.3392
N 6.004 -1.840 2.495 0.0090
C 5.886 -1.943 3.863 -0.1062
C 5.985 -3.275 4.198 -0.0830
C 6.170 -3.995 3.005 -0.0965
C 6.177 -3.074 1.958 -0.2383
H 5.965 -0.983 1.973 0.1401
H 5.742 -1.067 4.474 0.1082
H 5.929 -3.678 5.195 0.1018
H 6.285 -5.060 2.900 0.0817
H 6.296 -3.216 0.878 -0.0832
Br 7.044 -4.988 -0.015 0.0509
```

Values from the calculation:
Net charge: 0
Frontier orbital gap, eV: 1.26
LUMO energy, eV: -6.483
E_HOMO, eV: -7.7

Entry 5:
This record from OMol25 describes the molecule C10H6Cl6O in a non-equilibrium geometry. The level of theory is wB97M-V/def2-TZVPD.

The geometry in XYZ format:
```
23
Properties=species:S:1:pos:R:3:lowdin_charge:R:1
O 0.164 -1.387 2.667 0.0864
C 0.423 -0.980 1.524 -0.2976
C 0.790 -1.973 0.483 -0.1028
C 1.515 -1.144 -0.496 -0.1714
C 1.007 0.233 -0.406 -0.3555
C 0.500 0.530 1.013 -0.1436
C -0.944 1.057 0.838 -0.8020
Cl -1.567 2.046 2.228 0.6836
C -1.797 0.031 0.198 -0.7242
Cl -3.128 -0.693 1.011 0.7582
C -1.302 -0.164 -1.037 -0.6815
Cl -1.867 -1.141 -2.388 0.6930
C -0.113 0.731 -1.243 -0.7958
Cl 0.404 0.750 -2.937 0.7271
C -0.732 1.924 -0.398 -0.9776
Cl 0.374 3.358 -0.044 0.6249
Cl -2.294 2.681 -1.073 0.6261
H -0.052 -2.347 -0.070 0.1175
H 1.338 -2.874 0.862 0.1554
H 1.549 -1.528 -1.458 0.1010
H 2.568 -0.995 -0.143 0.1515
H 1.928 0.775 -0.763 0.1557
H 1.237 1.112 1.630 0.1716
```

Values from the calculation:
Net charge: 0
Frontier orbital gap, eV: 9.83
LUMO energy, eV: -0.027
SMILES string: O=C1CC[C@@H]2[C@H]1[C@]1(Cl)C(Cl)=C(Cl)[C@@]2(Cl)C1(Cl)Cl
E_HOMO, eV: -9.9

Entry 6:
This record from OMol25 describes a structure of composition C30H45NO2P2Pt in a non-equilibrium geometry. The level of theory is wB97M-V/def2-TZVPD.

The geometry in XYZ format:
```
81
Properties=species:S:1:pos:R:3:lowdin_charge:R:1
P -0.413 -2.182 -2.811 0.7552
P 0.152 1.259 -4.080 0.9685
C -0.499 -1.335 -4.698 -0.3016
C 0.477 -0.223 -5.051 -0.3336
H -1.550 -1.006 -4.788 0.0619
H -0.329 -2.187 -5.375 0.0705
H 1.533 -0.477 -4.864 0.0891
H 0.408 0.088 -6.111 0.0981
C -0.907 2.290 -5.220 -0.1579
H -1.266 3.220 -4.766 0.0449
H -1.785 1.716 -5.584 0.0605
H -0.275 2.583 -6.080 0.0679
C 1.720 2.163 -4.020 -0.1564
H 1.951 2.676 -4.960 0.0646
H 2.523 1.457 -3.777 0.0741
H 1.674 2.932 -3.240 0.0578
C -1.706 -3.390 -3.289 -0.2341
H -1.809 -4.164 -2.514 0.0381
H -1.379 -3.802 -4.250 0.0459
H -2.632 -2.827 -3.416 0.0368
C 1.221 -3.080 -3.363 -0.2942
H 2.023 -2.356 -3.545 0.0340
H 0.949 -3.624 -4.273 0.0338
H 1.565 -3.815 -2.554 -0.0223
Pt 0.354 -3.380 -1.128 0.6499
C -1.193 2.928 -2.250 -0.1639
C -2.414 2.363 -2.120 -0.0798
C -3.092 1.308 -2.987 -0.1507
C -2.584 -0.128 -2.645 -0.2264
C -1.218 -0.255 -2.150 -0.2689
C 0.061 0.591 -2.430 -0.4171
C 0.599 1.398 -1.240 -0.1708
C -0.128 2.712 -1.185 -0.1688
C 1.201 -3.419 0.696 -0.3535
H -0.990 3.758 -2.918 0.0936
H -2.940 2.511 -1.171 0.1233
H -3.002 1.469 -4.058 0.0687
H -4.157 1.299 -2.703 0.1171
H -3.204 -0.456 -1.789 0.1343
H -2.839 -0.820 -3.474 0.0808
H -1.231 -0.522 -1.080 0.0747
H 0.859 -0.207 -2.478 0.1068
H 1.698 1.477 -1.312 0.1241
H 0.394 0.814 -0.339 0.0913
H -0.623 2.791 -0.219 0.1138
H 0.632 3.491 -1.250 0.1076
H 1.734 -2.613 1.218 -0.0158
H 1.897 -4.242 0.515 -0.0494
H 0.401 -3.787 1.345 -0.0490
C 3.796 0.964 6.080 -0.0612
C 2.833 -0.166 5.829 -0.2422
C 2.886 -1.300 6.637 -0.0716
C 2.017 -2.376 6.445 -0.0927
C 1.042 -2.296 5.461 -0.0292
C 0.935 -1.132 4.694 -0.2075
N -0.142 -1.020 3.817 0.0916
C -0.975 0.088 3.706 -0.2209
C -1.225 0.970 4.773 -0.0326
C -1.979 2.116 4.546 -0.1058
C -2.456 2.396 3.264 -0.1037
C -2.223 1.495 2.207 -0.0383
C -1.487 0.338 2.431 -0.0883
C -1.171 -0.719 1.375 -0.6692
O -2.138 -1.461 1.075 -0.0287
O 0.011 -0.733 0.904 -0.1033
C 1.886 -0.088 4.799 -0.1631
C 1.868 1.073 3.853 -0.0284
H 4.455 1.156 5.223 0.0775
H 3.277 1.901 6.317 0.0864
H 4.433 0.715 6.935 0.0701
H 3.640 -1.336 7.424 0.0999
H 2.092 -3.267 7.061 0.0965
H 0.313 -3.092 5.300 0.1128
H -0.481 -1.871 3.384 0.1446
H -0.832 0.723 5.759 0.1200
H -2.207 2.779 5.384 0.0977
H -3.044 3.289 3.078 0.0868
H -2.582 1.692 1.199 0.0916
H 2.863 1.523 3.774 0.0675
H 1.552 0.777 2.845 0.0848
H 1.189 1.864 4.202 0.0857
```

Values from the calculation:
Net charge: 0
<S²>: 2.004
Frontier orbital gap (spin up / spin down), eV: 6.05 / 4.71
LUMO energy (spin up / spin down), eV: -0.378 / -1.721
Spin multiplicity: 3
E_HOMO (spin up / spin down), eV: -6.4 / -6.4

The records above yield molecular weight values of 111.96 117.04 871.22 730.41 354.87 708.72 u, respectively.
The records above yield E values of -24751.162 -13261.061 -134021.648 -343301.574 -87647.775 -59239.598 eV, respectively.
The records above yield relative energy (zero: lowest compared OMol25 entry of this formula, charge and spin) values of 97.7 35.0 23.1 0.0 46.0 214.5 kJ/mol, respectively.